The following is a quantum chemistry calculation of a 6-piece molecular cluster, C33H29ClF11O3P2S overall in a non-equilibrium geometry, from the Open Molecules 2025 dataset.

Each line ends with the Mulliken charge.
Geometry (Å):
C (-1.15550, 1.15698, -0.30899)  -0.31
P (-1.33934, 1.70432, 1.41267)  0.68
O (-2.87797, 2.00980, 1.73722)  -0.49
P (-0.36092, 3.68156, 1.29217)  0.49
F (-0.56844, 4.31605, 2.69408)  -0.14
Cl (-1.05131, 5.04085, 0.04761)  -0.10
S (1.82905, 3.44731, 1.27129)  1.08
O (2.32728, 4.70295, 1.72176)  -0.60
O (2.02217, 2.32032, 2.12077)  -0.52
C (2.68483, 3.03828, -0.37536)  0.66
F (3.04444, 1.77049, -0.29339)  -0.14
F (3.76907, 3.78585, -0.35617)  -0.23
C (1.93491, 3.26177, -1.72161)  0.59
F (1.20493, 4.35565, -1.70352)  -0.24
F (2.85362, 3.38385, -2.65475)  -0.23
F (1.18872, 2.21801, -2.02098)  -0.20
H (-0.23039, 0.59369, -0.31596)  0.05
H (-1.06821, 1.97228, -1.01655)  -0.15
H (-2.00385, 0.52672, -0.54676)  0.45
H (-3.10222, 1.47947, 2.52306)  0.37
F (0.72805, -0.71910, 0.78162)  -0.19
C (1.52089, -1.74615, 0.33659)  0.52
C (2.85475, -1.72926, 0.67368)  -0.42
C (3.65949, -2.76148, 0.21924)  -0.38
C (3.12016, -3.77764, -0.55725)  -0.68
C (1.77020, -3.76711, -0.87910)  -0.70
C (0.95261, -2.74036, -0.42777)  -0.39
H (3.25258, -0.92244, 1.27551)  0.49
H (4.70971, -2.76939, 0.47162)  0.38
H (3.75350, -4.57822, -0.91277)  0.41
H (1.34800, -4.55697, -1.48428)  0.43
H (-0.10351, -2.71597, -0.66329)  0.56
F (-2.51660, -0.00078, 3.98505)  -0.20
C (-3.45633, -0.62986, 4.75933)  0.39
C (-3.16835, -0.89256, 6.07863)  -0.55
C (-4.12950, -1.54366, 6.83893)  -0.42
C (-5.33747, -1.92457, 6.26844)  -0.64
C (-5.59364, -1.65194, 4.93172)  -0.51
C (-4.64470, -0.98997, 4.16725)  -0.10
H (-2.21608, -0.59732, 6.49789)  0.43
H (-3.93124, -1.75640, 7.87990)  0.40
H (-6.07797, -2.43677, 6.86659)  0.41
H (-6.52902, -1.95440, 4.48209)  0.42
H (-4.82020, -0.76201, 3.12309)  0.36
F (5.16762, -1.37105, -1.81166)  -0.11
C (5.71912, -0.43246, -2.61048)  0.21
C (4.93512, 0.62264, -3.03031)  -0.27
C (5.50194, 1.59014, -3.84758)  -0.42
C (6.83001, 1.48610, -4.23560)  -0.65
C (7.59564, 0.41245, -3.80250)  -0.35
C (7.04194, -0.55713, -2.97934)  -0.58
H (3.89904, 0.67552, -2.72205)  0.55
H (4.90402, 2.42666, -4.18373)  0.40
H (7.26728, 2.23978, -4.87558)  0.38
H (8.62946, 0.32707, -4.10701)  0.37
H (7.62282, -1.39801, -2.62570)  0.43
F (-3.31246, 2.08895, -2.51105)  -0.36
C (-2.68199, 2.93959, -3.35460)  0.37
C (-3.28304, 4.14508, -3.65332)  -0.60
C (-2.63163, 5.01476, -4.51585)  -0.35
C (-1.40608, 4.66777, -5.06913)  -0.62
C (-0.82519, 3.44711, -4.75668)  -0.42
C (-1.46215, 2.57199, -3.88720)  -0.25
H (-4.24321, 4.39100, -3.21992)  0.46
H (-3.08577, 5.96521, -4.75941)  0.40
H (-0.90737, 5.34715, -5.74625)  0.42
H (0.12578, 3.17103, -5.19247)  0.47
H (-1.02503, 1.61629, -3.62794)  0.52
F (-1.20021, -5.19146, -0.16057)  -0.27
C (-2.04708, -5.02430, 0.87810)  0.40
C (-1.94021, -3.88228, 1.64399)  -0.67
C (-2.81426, -3.70747, 2.70680)  -0.17
C (-3.76908, -4.67166, 2.99427)  -0.66
C (-3.85257, -5.81530, 2.21100)  -0.36
C (-2.98985, -5.99692, 1.13935)  -0.60
H (-1.18171, -3.14681, 1.40982)  0.57
H (-2.74550, -2.81356, 3.30996)  0.48
H (-4.44577, -4.53140, 3.82662)  0.41
H (-4.59254, -6.57154, 2.43376)  0.38
H (-3.04327, -6.87684, 0.51296)  0.43

Summary:
Total charge: +1
Electronic energy in hartree: -4139.97252
Molar mass in g/mol: 812.04
Maximum force in eV/Å: 2.12
LUMO level in Eh: -0.165
HOMO-LUMO gap in eV: 6.6
HOMO energy in eV: -11.1

***

The following is a quantum chemistry calculation of C33H29ClN7O4PtS as an isolated structure in a non-equilibrium geometry, from the Open Molecules 2025 dataset.

Each line ends with the Mulliken charge.
Geometry (Å):
Pt (0.34300, -0.09590, -0.11750)  3.74
C (-0.56560, -2.59220, 3.75620)  -0.66
O (-0.99770, -1.23290, 3.83960)  -0.39
C (-0.71360, -0.66280, 2.69220)  0.22
N (-0.08390, -1.36500, 1.81480)  0.13
C (0.22370, -2.65100, 2.41370)  -0.02
C (-0.08710, -3.88060, 1.60200)  0.19
C (-0.46340, -3.83790, 0.26090)  0.22
C (-0.80190, -5.00490, -0.39830)  -0.98
C (-0.72070, -6.23400, 0.26110)  -0.53
C (-0.33340, -6.28050, 1.59810)  -0.74
C (0.00010, -5.11760, 2.25910)  -0.61
C (-1.08600, 0.73740, 2.47630)  0.12
C (-1.74130, 1.54390, 3.40720)  -0.70
C (-2.03710, 2.85130, 3.04070)  -0.72
C (-1.70870, 3.31630, 1.77180)  -0.64
C (-1.05560, 2.43910, 0.90690)  0.31
N (-0.75300, 1.20920, 1.28850)  -0.18
C (-0.66300, 2.74410, -0.47290)  0.25
N (0.04130, 1.93290, -1.18760)  -0.63
C (0.28530, 2.57090, -2.47040)  -0.31
C (-0.58630, 3.85380, -2.38480)  -0.53
O (-1.02950, 3.87450, -1.02510)  -0.36
C (-0.01520, 1.73590, -3.68840)  0.31
C (0.11440, 2.37120, -4.92890)  -0.68
C (-0.15610, 1.67690, -6.09050)  -0.74
C (-0.53500, 0.34050, -6.03100)  -0.59
C (-0.66840, -0.29370, -4.79680)  -1.33
C (-0.40330, 0.40100, -3.62740)  0.25
H (-1.45550, -3.22930, 3.72170)  0.42
H (0.02590, -2.82300, 4.64310)  0.36
H (1.31000, -2.66710, 2.60670)  0.36
H (-0.51770, -2.87840, -0.24640)  0.14
H (-1.12780, -4.97180, -1.42590)  0.50
H (-0.92920, -7.15120, -0.27050)  0.43
H (-0.27490, -7.22400, 2.11590)  0.42
H (0.31840, -5.15200, 3.28980)  0.44
H (-1.99490, 1.14940, 4.37920)  0.69
H (-2.52610, 3.50830, 3.74370)  0.54
H (-1.94550, 4.31730, 1.44530)  0.64
H (1.35050, 2.84280, -2.51110)  0.48
H (-1.47310, 3.79690, -3.02260)  0.37
H (-0.03690, 4.77120, -2.59680)  0.37
H (0.41010, 3.40970, -4.97470)  0.48
H (-0.06800, 2.17410, -7.04390)  0.45
H (-0.71750, -0.21030, -6.94130)  0.46
H (-0.98590, -1.32420, -4.75080)  0.56
H (-0.54560, -0.08620, -2.65910)  0.45
C (4.73770, -0.68380, -3.43710)  -1.27
C (4.55920, -0.25510, -2.04250)  0.88
N (5.46610, 0.24210, -1.26990)  -0.66
N (4.89290, 0.50850, -0.09260)  0.26
C (3.59380, 0.18430, -0.09460)  0.36
S (2.49220, 0.34730, 1.16160)  -0.36
N (3.35080, -0.31070, -1.34690)  0.44
N (2.10800, -0.78540, -1.76550)  -0.93
H (5.80300, -0.68850, -3.65630)  0.37
H (4.25670, 0.01100, -4.12870)  0.32
H (4.33770, -1.68350, -3.60920)  0.36
H (5.43690, 0.90660, 0.66290)  0.18
H (1.83790, -0.35320, -2.65540)  0.25
H (2.13820, -1.80090, -1.90030)  0.34
Cl (-8.43830, 0.27560, 0.71480)  -0.13
C (-6.85780, -0.09910, 0.20190)  0.20
C (-5.76750, 0.61840, 0.71700)  -0.77
C (-4.49310, 0.30430, 0.29750)  0.30
C (-4.29210, -0.73680, -0.60530)  0.26
C (-5.36740, -1.42420, -1.15830)  -0.57
C (-6.64920, -1.11570, -0.74120)  -0.62
C (-2.82920, -1.12030, -0.98800)  0.20
O (-2.69330, -1.81600, -1.96970)  -0.61
O (-1.98530, -0.61550, -0.21550)  -0.37
H (-5.92700, 1.40490, 1.43880)  0.45
H (-3.63790, 0.83710, 0.68110)  0.16
H (-5.19600, -2.19920, -1.89040)  0.53
H (-7.49400, -1.65770, -1.14090)  0.47

Summary:
Total charge: +3
Electronic energy in hartree: -2935.79368
Molar mass in g/mol: 850.24
Maximum force in eV/Å: 4.69
LUMO level (spin up / spin down) in Eh: -0.456 / -0.455
Relative energy (zero: lowest compared OMol25 entry of this formula, charge and spin) in kcal per mole: 85.27
HOMO-LUMO gap (spin up / spin down) in eV: 2.8 / 2.9
HOMO energy (spin up / spin down) in eV: -15.2 / -15.3

***

The following is a quantum chemistry calculation of C33H29F4IrN4O4S3Si as an isolated structure in a non-equilibrium geometry, from the Open Molecules 2025 dataset.

Each line ends with the Mulliken charge.
Geometry (Å):
Ir (-1.25706, 0.20782, 0.83809)  2.78
C (-2.99882, 1.04090, -1.76254)  -1.34
N (-3.02544, -0.07776, -0.82311)  0.64
C (-4.37006, -0.27040, -0.29062)  -1.16
C (-2.52039, -1.28012, -1.47787)  -1.54
C (-2.18850, -2.36789, -0.48497)  -0.87
N (-1.11732, -1.90334, 0.36424)  0.37
C (-0.47762, -2.77885, 1.18083)  -0.51
C (0.71339, -2.41768, 1.87710)  -0.19
F (1.18894, -1.17293, 1.72575)  -0.02
C (1.39719, -3.27122, 2.70262)  0.17
F (2.51909, -2.84845, 3.31277)  -0.31
C (0.97045, -4.57098, 2.90645)  -0.64
C (-0.17872, -4.95670, 2.25520)  0.19
F (-0.62403, -6.21872, 2.42816)  -0.36
C (-0.87817, -4.11628, 1.41553)  0.44
F (-1.99018, -4.61739, 0.83091)  -0.39
H (-3.57669, 0.80966, -2.66712)  0.33
H (-1.96537, 1.25551, -2.03138)  0.24
H (-3.42687, 1.92388, -1.29148)  0.36
H (-5.07130, -0.48552, -1.10730)  0.34
H (-4.68367, 0.63445, 0.22666)  0.21
H (-4.39450, -1.07866, 0.43216)  0.37
H (-1.60889, -0.99419, -2.00228)  0.30
H (-3.25551, -1.65841, -2.20393)  0.50
H (-1.88432, -3.25883, -1.04172)  0.74
H (-3.05645, -2.62611, 0.12634)  0.42
H (1.49925, -5.24446, 3.56236)  0.49
S (-1.72164, 2.71915, 0.60645)  -0.33
C (-2.04325, 3.05663, 2.23525)  0.65
C (-2.93572, 4.13520, 2.48308)  -0.16
N (-3.68239, 4.99746, 2.63772)  -0.51
C (-1.46217, 2.35295, 3.29033)  0.44
S (-0.40357, 1.05059, 3.07150)  -0.11
C (-1.75649, 2.72028, 4.63146)  -0.17
N (-1.99979, 2.99819, 5.72136)  -0.53
O (-0.10224, 0.59172, -0.98719)  1.46
Si (1.39172, 0.86154, -1.42900)  -1.88
C (1.94814, -0.30331, -2.82861)  0.29
C (3.19725, -0.16304, -3.43387)  -0.24
C (3.62489, -1.04322, -4.41620)  -0.70
C (2.80166, -2.08386, -4.82519)  -0.57
C (1.55157, -2.23403, -4.24455)  -0.69
C (1.13737, -1.35186, -3.25591)  -0.10
C (1.69950, 2.61488, -2.10364)  0.81
C (2.95728, 3.21294, -2.02404)  -0.11
C (3.19357, 4.47035, -2.56128)  -0.84
C (2.16799, 5.15900, -3.19310)  -0.40
C (0.90656, 4.58708, -3.27199)  -0.82
C (0.68043, 3.32920, -2.73207)  -0.19
C (2.67176, 0.63788, -0.04956)  0.68
C (2.74569, 1.57378, 0.98188)  -0.15
C (3.58791, 1.38108, 2.06645)  -0.88
C (4.36488, 0.23412, 2.14297)  -0.44
C (4.30650, -0.70701, 1.12593)  -0.65
C (3.46551, -0.50372, 0.04118)  -0.47
H (3.84746, 0.64899, -3.12687)  0.31
H (4.60411, -0.92003, -4.86337)  0.39
H (3.13558, -2.77193, -5.59203)  0.36
H (0.90016, -3.04089, -4.55838)  0.41
H (0.16512, -1.47972, -2.79689)  0.04
H (3.76504, 2.68634, -1.52803)  0.38
H (4.17920, 4.91369, -2.48354)  0.39
H (2.35226, 6.13871, -3.61631)  0.36
H (0.09864, 5.12413, -3.75437)  0.42
H (-0.30988, 2.89173, -2.79763)  0.24
H (2.12986, 2.46660, 0.93525)  0.50
H (3.63618, 2.12341, 2.85425)  0.39
H (5.00522, 0.06606, 2.99988)  0.36
H (4.91034, -1.60471, 1.18321)  0.40
H (3.41668, -1.25193, -0.74200)  0.34
C (-3.93914, -0.89031, 4.44391)  -1.24
S (-3.04152, -1.10526, 2.90590)  0.90
O (-3.73784, -2.16081, 2.20116)  -0.74
O (-1.67713, -1.41593, 3.28222)  -0.57
O (-3.12771, 0.21880, 2.21231)  -0.67
H (-3.98806, -1.87088, 4.90707)  0.39
H (-4.93580, -0.54521, 4.18153)  0.35
H (-3.42010, -0.17220, 5.07248)  0.31

Summary:
Total charge: -1
Electronic energy in hartree: -3782.84899
Molar mass in g/mol: 938.12
Spin multiplicity: 2
Maximum force in eV/Å: 4.62
LUMO level (spin up / spin down) in Eh: 0.046 / -0.006
Relative energy (zero: lowest compared OMol25 entry of this formula, charge and spin) in kcal per mole: 40.40
HOMO-LUMO gap (spin up / spin down) in eV: 6.1 / 4.7
HOMO energy (spin up / spin down) in eV: -4.8 / -4.8
Expectation value of S²: 0.78

***

The following is a quantum chemistry calculation of C33H29MnNO4PSi as an isolated structure in a non-equilibrium geometry, from the Open Molecules 2025 dataset.

Each line ends with the Mulliken charge.
Geometry (Å):
Mn (-1.04470, 0.12015, -0.13919)  -0.20
O (0.38587, 4.21031, 1.99033)  -0.71
C (-0.03942, 3.39713, 1.16171)  0.20
O (0.84859, 2.75964, 0.28129)  -0.30
C (-1.47884, 3.14313, 1.07094)  0.27
C (-2.33985, 3.86561, 1.96922)  -0.64
C (-3.71271, 3.80699, 1.72417)  -0.40
C (-4.13521, 2.78040, 0.88916)  -0.61
C (-3.24306, 2.01316, 0.13542)  -0.10
N (-1.91355, 2.07541, 0.25808)  0.01
H (-1.92752, 4.33093, 2.81953)  0.44
H (-4.43941, 4.44753, 2.26993)  0.33
H (-5.20537, 2.63201, 0.69548)  0.36
H (-3.65677, 1.33342, -0.59663)  0.57
O (-4.85123, -0.73167, -0.96402)  -0.79
C (-3.68233, -1.13215, -0.80688)  0.47
O (-2.64163, -0.50452, -1.26235)  -0.77
C (-3.51754, -2.44956, -0.12510)  -0.07
C (-4.66063, -3.17031, 0.22284)  -0.55
C (-4.59347, -4.34192, 0.97268)  -0.69
C (-3.32340, -4.75765, 1.40989)  -0.74
C (-2.20878, -4.03668, 1.13458)  -0.45
C (-2.27942, -2.92667, 0.28519)  1.39
P (-0.65569, -2.30273, -0.31124)  1.03
C (0.62382, -2.98135, 0.73356)  0.61
C (1.91876, -3.24828, 0.15903)  -0.82
C (3.00826, -3.45781, 1.01603)  -0.68
C (2.79836, -3.38956, 2.39980)  -0.37
C (1.57757, -3.11666, 2.98624)  -0.74
C (0.49327, -2.87326, 2.14684)  -0.42
C (-0.65590, -3.30406, -1.85033)  0.44
C (-0.80576, -2.77304, -3.14025)  -0.18
C (-0.99800, -3.63925, -4.19089)  -0.42
C (-0.97004, -5.00998, -3.95014)  -0.39
C (-0.57300, -5.54531, -2.75908)  -0.75
C (-0.34444, -4.69375, -1.65544)  -0.42
H (-5.57255, -2.83965, -0.23706)  0.47
H (-5.52052, -4.78236, 1.38019)  0.33
H (-3.18043, -5.79608, 1.67509)  0.30
H (-1.21787, -4.40307, 1.50290)  0.16
H (2.05987, -3.29668, -0.88673)  0.51
H (3.99630, -3.75265, 0.63415)  0.37
H (3.70688, -3.59300, 2.93721)  0.38
H (1.37920, -3.20585, 4.10271)  0.29
H (-0.33245, -2.33392, 2.55670)  0.53
H (-0.66394, -1.68312, -3.26965)  0.27
H (-1.07471, -3.25799, -5.19300)  0.41
H (-1.18799, -5.69777, -4.80194)  0.29
H (-0.43080, -6.59337, -2.66079)  0.43
H (-0.05125, -5.03582, -0.67190)  0.35
C (3.05158, 3.23892, 2.19734)  -1.01
Si (2.51961, 2.98299, 0.44892)  0.19
C (3.29465, 1.48370, -0.28731)  -1.24
C (3.00896, 4.55276, -0.34158)  0.73
C (3.68904, 4.50046, -1.56641)  -0.39
C (4.07571, 5.65420, -2.24986)  -0.59
C (3.67627, 6.89584, -1.68465)  -0.38
C (3.01193, 6.91302, -0.45714)  -0.60
C (2.65890, 5.75683, 0.22867)  -0.17
H (2.90297, 4.26950, 2.44582)  0.30
H (4.14580, 2.97273, 2.12636)  0.35
H (2.55922, 2.47236, 2.83093)  0.28
H (3.49594, 0.70229, 0.45715)  0.36
H (4.16301, 1.69097, -0.89844)  0.39
H (2.65635, 0.87731, -0.97628)  0.28
H (3.97978, 3.58028, -2.06623)  0.19
H (4.76118, 5.68109, -3.13686)  0.31
H (3.94735, 7.80921, -2.24829)  0.31
H (2.72987, 7.86146, 0.04036)  0.29
H (2.00532, 5.84569, 1.08917)  0.38

Summary:
Total charge: -1
Electronic energy in hartree: -3412.52383
Molar mass in g/mol: 617.60
Spin multiplicity: 6
Maximum force in eV/Å: 2.64
LUMO level (spin up / spin down) in Eh: 0.087 / 0.088
Relative energy (zero: lowest compared OMol25 entry of this formula, charge and spin) in kcal per mole: 43.14
HOMO-LUMO gap (spin up / spin down) in eV: 4.3 / 4.6
HOMO energy (spin up / spin down) in eV: -1.9 / -2.2
Expectation value of S²: 9.09

***

> Which value of maximum force does entry 4 give?

2.64 eV/Å

***

> Among the records above, which one has the lowest maximum force?

C33H29ClF11O3P2S